Entry 1:
{
  "formula": "C41H92FIN2O27S8",
  "method": "ωB97M-V with the def2-TZVPD basis set",
  "species": ["C", "C", "C", "C", "C", "C", "C", "C", "C", "C", "C", "C", "C", "O", "N", "C", "O", "F", "C", "C", "I", "C", "O", "N", "H", "H", "H", "H", "H", "H", "H", "H", "H", "H", "H", "H", "H", "H", "H", "H", "H", "H", "H", "H", "H", "H", "H", "H", "H", "H", "H", "H", "C", "C", "O", "S", "C", "O", "O", "H", "H", "H", "H", "H", "H", "H", "H", "C", "C", "O", "S", "C", "O", "O", "H", "H", "H", "H", "H", "H", "H", "H", "C", "C", "O", "S", "C", "O", "O", "H", "H", "H", "H", "H", "H", "H", "H", "C", "C", "O", "S", "C", "O", "O", "H", "H", "H", "H", "H", "H", "H", "H", "C", "C", "O", "S", "C", "O", "O", "H", "H", "H", "H", "H", "H", "H", "H", "C", "C", "O", "S", "C", "O", "O", "H", "H", "H", "H", "H", "H", "H", "H", "C", "C", "O", "S", "C", "O", "O", "H", "H", "H", "H", "H", "H", "H", "H", "C", "C", "O", "S", "C", "O", "O", "H", "H", "H", "H", "H", "H", "H", "H"],
  "positions_angstrom": [[2.1584, 1.5098, -0.2277], [2.1430, 2.2217, -1.7182], [0.6796, 2.1008, -2.4465], [0.1439, 0.5360, -2.6256], [0.6317, -0.1630, -4.0269], [2.2351, -0.4918, -4.1194], [2.8651, -1.2579, -2.8138], [4.3497, -0.5885, -2.4840], [5.4468, -1.7006, -1.9312], [6.2258, -1.1512, -0.5704], [6.4028, -2.3520, 0.5325], [5.4210, -2.1904, 1.8652], [3.8233, -1.8373, 1.6177], [3.2918, -2.2087, 0.4383], [2.9609, -1.0800, 2.6433], [1.5653, -1.7098, 2.4573], [0.4795, -0.9339, 2.2589], [1.3571, -3.2002, 2.5453], [6.2249, -1.3792, 3.0563], [6.0566, -2.3661, 4.3910], [5.5301, -1.2613, 6.2052], [4.9319, -3.4690, 3.8307], [3.9543, -4.0728, 4.5127], [5.3534, -3.6163, 2.3746], [3.1803, 1.7182, 0.3479], [1.3091, 2.0218, 0.4272], [2.0172, 0.3391, -0.2606], [2.3293, 3.3811, -1.5219], [3.0513, 1.8814, -2.4088], [0.6214, 2.7014, -3.4677], [-0.1110, 2.6099, -1.7148], [-1.0437, 0.6311, -2.7013], [0.3425, -0.1045, -1.6583], [-0.0681, -1.0924, -4.2934], [0.4058, 0.6318, -4.8886], [2.8477, 0.4948, -4.3894], [2.4027, -1.2166, -5.0505], [2.2206, -1.1959, -1.8392], [3.0273, -2.3997, -3.0541], [4.2102, 0.1950, -1.6231], [4.7615, 0.0202, -3.4184], [6.2544, -1.8103, -2.8018], [4.9421, -2.7470, -1.7847], [7.2633, -0.7086, -0.9495], [5.6470, -0.2705, -0.0502], [6.1124, -3.3712, -0.0061], [7.5430, -2.4254, 0.8290], [2.8339, -0.1104, 2.2447], [7.3892, -1.2765, 2.9018], [5.8613, -0.2843, 3.2868], [6.9670, -3.1046, 4.6126], [6.2742, -4.1225, 2.4015], [-1.4637, -0.2255, 4.2656], [-2.4386, -0.5252, 5.3886], [-1.9240, -0.1086, 6.6450], [-1.9947, 1.4730, 7.0343], [-1.6354, 1.2904, 8.7628], [-3.3599, 1.9328, 6.8920], [-0.8843, 2.1547, 6.4050], [-1.3630, 0.8529, 4.1108], [-1.8056, -0.6716, 3.3274], [-0.4674, -0.6124, 4.5021], [-3.4163, -0.0711, 5.1961], [-2.5919, -1.6078, 5.4489], [-2.4392, 0.7210, 9.2331], [-1.5760, 2.2883, 9.2030], [-0.6784, 0.7773, 8.8735], [1.5878, 7.6945, -6.1201], [0.1632, 7.2283, -5.8872], [-0.1543, 6.1091, -6.7019], [0.3789, 4.6361, -6.2507], [-0.6444, 3.6864, -7.3467], [-0.0400, 4.3799, -4.8890], [1.7561, 4.4935, -6.6712], [2.3072, 6.9535, -5.7589], [1.7778, 8.6347, -5.5946], [1.7803, 7.8378, -7.1881], [-0.0127, 7.0049, -4.8297], [-0.5258, 8.0325, -6.1660], [-1.6905, 3.8393, -7.0753], [-0.3774, 2.6336, -7.2312], [-0.4575, 4.0073, -8.3731], [-7.2408, -3.3783, 1.0523], [-6.6130, -3.6648, 2.4032], [-5.2004, -3.7728, 2.3044], [-4.3158, -2.4069, 2.2068], [-2.7349, -3.1446, 2.5337], [-4.6603, -1.5419, 3.3152], [-4.3303, -1.9431, 0.8362], [-6.9720, -2.3784, 0.6988], [-8.3314, -3.4339, 1.1131], [-6.8889, -4.0922, 0.3009], [-6.8969, -2.9067, 3.1408], [-6.9824, -4.6275, 2.7717], [-2.7380, -3.5539, 3.5455], [-1.9740, -2.3659, 2.4468], [-2.5507, -3.9288, 1.7971], [10.4352, 1.8055, -1.8317], [10.2986, 3.1820, -2.4545], [9.6350, 3.1186, -3.7086], [8.0115, 2.9717, -3.7286], [7.7757, 3.3682, -5.4425], [7.4327, 4.0281, -2.9258], [7.6701, 1.5797, -3.5292], [9.4586, 1.4083, -1.5394], [11.0652, 1.8459, -0.9386], [10.8716, 1.0981, -2.5441], [9.7887, 3.8747, -1.7766], [11.2973, 3.5901, -2.6415], [8.0914, 4.3989, -5.6138], [6.7134, 3.2588, -5.6717], [8.3608, 2.6757, -6.0501], [-7.8621, -9.9233, 2.8659], [-8.4104, -9.8390, 4.2778], [-8.0945, -8.5929, 4.8816], [-8.9794, -7.2832, 4.4825], [-8.4241, -6.2324, 5.8008], [-10.3811, -7.5809, 4.6879], [-8.4816, -6.7515, 3.2322], [-8.3793, -9.2244, 2.2017], [-7.9891, -10.9315, 2.4613], [-6.7993, -9.6622, 2.8453], [-9.4903, -10.0196, 4.2949], [-7.9433, -10.6181, 4.8893], [-8.7419, -6.6614, 6.7528], [-8.8782, -5.2486, 5.6630], [-7.3368, -6.1502, 5.7543], [-9.5776, 0.0457, 7.5290], [-11.0023, -0.4205, 7.7618], [-11.3198, -1.5396, 6.9471], [-10.7866, -3.0127, 7.3983], [-11.8099, -3.9624, 6.3024], [-11.2054, -3.2689, 8.7601], [-9.4093, -3.1553, 6.9779], [-8.8583, -0.6953, 7.8902], [-9.3876, 0.9859, 8.0544], [-9.3852, 0.1890, 6.4610], [-11.1782, -0.6439, 8.8194], [-11.6912, 0.3837, 7.4831], [-12.8560, -3.8095, 6.5738], [-11.5429, -5.0152, 6.4179], [-11.6230, -3.6415, 5.2760], [-2.9917, -0.0028, -12.3122], [-3.2421, 1.4398, -12.7089], [-3.9024, 2.1536, -11.6737], [-3.0266, 2.6774, -10.4023], [-4.2419, 3.7889, -9.7408], [-1.9064, 3.4541, -10.8896], [-2.8557, 1.5804, -9.4744], [-2.2569, -0.0657, -11.5040], [-2.6105, -0.5768, -13.1615], [-3.9120, -0.4715, -11.9494], [-2.3107, 1.9392, -12.9959], [-3.9018, 1.4606, -13.5826], [-4.4232, 4.5861, -10.4640], [-3.8472, 4.2079, -8.8125], [-5.1583, 3.2319, -9.5376], [6.5936, 5.5057, 0.4028], [7.7083, 6.1216, 1.2269], [7.8675, 5.4477, 2.4669], [8.6657, 4.0263, 2.4885], [8.8958, 3.9298, 4.2458], [9.9587, 4.2022, 1.8620], [7.7534, 2.9770, 2.0876], [6.8628, 4.4992, 0.0685], [6.3872, 6.1126, -0.4833], [5.6771, 5.4154, 0.9944], [8.6500, 6.1406, 0.6682], [7.4495, 7.1601, 1.4583], [9.5325, 4.7569, 4.5651], [9.3787, 2.9765, 4.4716], [7.9208, 3.9779, 4.7340]],
  "homo_lumo_gap_ev": 8.94,
  "largest_force_ev_per_a": 9.95,
  "smiles": "CCCCCCCCCCC[C@]1(C(=O)NC(=O)F)C[C@@H](I)C(=O)N1.CCOS(C)(=O)=O.CCOS(C)(=O)=O.CCOS(C)(=O)=O.CCOS(C)(=O)=O.CCOS(C)(=O)=O.CCOS(C)(=O)=O.CCOS(C)(=O)=O.CCOS(C)(=O)=O"
}

---

Entry 2:
{
  "formula": "C41H96O18P3S2Si3",
  "method": "ωB97M-V with the def2-TZVPD basis set",
  "species": ["C", "C", "C", "C", "C", "C", "C", "C", "C", "C", "C", "C", "C", "C", "C", "C", "Si", "C", "C", "O", "Si", "C", "C", "C", "O", "Si", "S", "S", "C", "O", "O", "C", "O", "O", "H", "H", "H", "H", "H", "H", "H", "H", "H", "H", "H", "H", "H", "H", "H", "H", "H", "H", "H", "H", "H", "H", "H", "H", "H", "H", "H", "H", "H", "H", "H", "H", "H", "H", "H", "H", "H", "H", "H", "H", "H", "H", "H", "H", "H", "H", "H", "H", "H", "H", "H", "O", "P", "O", "C", "C", "O", "C", "C", "O", "C", "C", "H", "H", "H", "H", "H", "H", "H", "H", "H", "H", "H", "H", "H", "H", "H", "O", "P", "O", "C", "C", "O", "C", "C", "O", "C", "C", "H", "H", "H", "H", "H", "H", "H", "H", "H", "H", "H", "H", "H", "H", "H", "O", "P", "O", "C", "C", "O", "C", "C", "O", "C", "C", "H", "H", "H", "H", "H", "H", "H", "H", "H", "H", "H", "H", "H", "H", "H"],
  "positions_angstrom": [[10.3365, -0.4417, 3.7053], [11.6864, 0.2773, 3.5258], [11.4791, 1.7652, 3.1712], [11.5024, 2.0396, 1.6471], [10.1087, 2.1701, 0.9950], [9.6837, 0.9408, 0.1877], [8.4870, 1.2209, -0.7480], [7.1853, 0.6113, -0.2128], [5.9195, 1.1750, -0.9055], [5.0065, 0.0846, -1.5162], [3.6882, -0.1336, -0.7331], [2.4401, 0.1911, -1.5791], [1.2340, 0.5270, -0.6687], [-0.0838, -0.0848, -1.1735], [-1.3234, 0.7465, -0.7675], [-2.5049, -0.1634, -0.4024], [-4.1388, 0.7564, -0.1883], [-5.4808, -0.5033, -0.6821], [-6.4349, -0.8245, 0.4652], [-7.5035, 0.1159, 0.5246], [-8.8580, -0.3924, 1.3152], [-10.0817, -1.1536, 0.1138], [-8.5430, -1.6221, 2.6917], [-9.6934, 1.1036, 2.0928], [-4.0287, 2.0907, -1.2515], [-5.2320, 3.1790, -1.3123], [-7.1578, 2.3865, -1.8278], [-5.4320, 4.4060, 0.5280], [-6.9488, 3.9820, 1.3473], [-4.2829, 4.3219, 1.3975], [-5.6219, 5.7674, 0.0287], [-4.2547, 1.2004, 1.6690], [-3.1663, 1.1537, 2.2621], [-5.3537, 1.4571, 2.1878], [10.4384, -1.5214, 3.5957], [9.5988, -0.0865, 2.9864], [9.9532, -0.2334, 4.7048], [12.2049, 0.2232, 4.4846], [12.2736, -0.2361, 2.7644], [12.3182, 2.3156, 3.5991], [10.5304, 2.0876, 3.5995], [12.1195, 1.3047, 1.1294], [11.9863, 3.0118, 1.5286], [10.1711, 2.9927, 0.2778], [9.3583, 2.4465, 1.7384], [10.5367, 0.6463, -0.4292], [9.4335, 0.0923, 0.8282], [8.7147, 0.7159, -1.6912], [8.3757, 2.2872, -0.9490], [7.1191, 0.8226, 0.8575], [7.2258, -0.4675, -0.3668], [5.3540, 1.7153, -0.1444], [6.1777, 1.9112, -1.6683], [5.5515, -0.8526, -1.6283], [4.7364, 0.4327, -2.5154], [3.6316, -1.1713, -0.3964], [3.6641, 0.4983, 0.1561], [2.6974, 1.0496, -2.1996], [2.1633, -0.6755, -2.1815], [1.1205, 1.6130, -0.6416], [1.4240, 0.1768, 0.3461], [-0.1620, -1.0845, -0.7360], [-0.0766, -0.2022, -2.2597], [-1.0990, 1.3768, 0.0934], [-1.5952, 1.3415, -1.6393], [-2.2965, -0.7948, 0.4608], [-2.6667, -0.8281, -1.2662], [-4.9714, -1.4471, -0.9066], [-6.0393, -0.2471, -1.5856], [-6.8706, -1.8135, 0.2335], [-5.9115, -0.9473, 1.4147], [-10.2232, -0.5335, -0.7719], [-11.0518, -1.2519, 0.6074], [-9.7554, -2.1533, -0.1833], [-8.4655, -2.6506, 2.3309], [-9.4240, -1.6109, 3.3419], [-7.6805, -1.3876, 3.3155], [-9.3521, 1.2109, 3.1224], [-10.7799, 1.0310, 2.0589], [-9.3774, 1.9852, 1.5309], [-4.9144, 4.1516, -2.3676], [-7.6613, 3.5161, -2.3473], [-6.9210, 4.2620, 2.3961], [-7.7469, 4.5145, 0.8306], [-7.1442, 2.9160, 1.2274], [7.0811, -4.5824, -2.4870], [7.9770, -4.6289, -3.6544], [9.0450, -3.4328, -3.5559], [10.0021, -3.4296, -2.4907], [11.1692, -4.3598, -2.7684], [7.0673, -4.0630, -4.8781], [5.6415, -4.0157, -4.7789], [5.1817, -2.6164, -4.4383], [8.8313, -5.6072, -4.6007], [8.3692, -6.9636, -4.8153], [7.3144, -7.0378, -5.9022], [9.5126, -3.6880, -1.5476], [10.3590, -2.4039, -2.4058], [10.8503, -5.4036, -2.7634], [11.9426, -4.2380, -2.0092], [11.5956, -4.1561, -3.7504], [5.2740, -4.7364, -4.0481], [5.2453, -4.3128, -5.7529], [5.6614, -2.2589, -3.5282], [4.1000, -2.5847, -4.2985], [5.4504, -1.9214, -5.2352], [7.9965, -7.3860, -3.8797], [9.2462, -7.5387, -5.1079], [6.3535, -6.6663, -5.5463], [7.1732, -8.0710, -6.2212], [7.6030, -6.4313, -6.7594], [-3.3513, 6.8977, 8.1038], [-2.6434, 7.1325, 6.8319], [-1.5529, 8.3039, 7.0489], [-0.4523, 8.0734, 7.9285], [0.6468, 7.2592, 7.2678], [-3.7168, 7.9566, 5.9263], [-5.1066, 7.9554, 6.2364], [-5.4987, 9.2291, 6.9563], [-1.9577, 6.4183, 5.5885], [-2.4664, 5.1171, 5.1417], [-3.6708, 5.2432, 4.2383], [-0.8002, 7.5871, 8.8449], [-0.0689, 9.0565, 8.2023], [0.3155, 6.2391, 7.0701], [1.5268, 7.2120, 7.9117], [0.9258, 7.6995, 6.3110], [-5.3770, 7.0765, 6.8217], [-5.6407, 7.8880, 5.2861], [-4.8921, 9.3748, 7.8503], [-6.5509, 9.2020, 7.2462], [-5.3369, 10.0937, 6.3105], [-2.6915, 4.4936, 6.0094], [-1.6479, 4.6454, 4.6029], [-4.5657, 5.4990, 4.8110], [-3.8603, 4.2998, 3.7285], [-3.5218, 6.0244, 3.4956], [-5.9975, -3.6865, -4.8889], [-6.5379, -4.9376, -4.3326], [-7.6081, -5.5576, -5.3636], [-7.1634, -6.0051, -6.6467], [-6.5245, -7.3812, -6.5826], [-7.5511, -4.4543, -3.1603], [-7.4690, -3.1383, -2.6018], [-8.5206, -2.2231, -3.1850], [-6.1503, -6.3019, -3.5782], [-5.0210, -6.3017, -2.6669], [-5.4017, -5.7900, -1.2909], [-6.4738, -5.2747, -7.0792], [-8.0484, -6.0384, -7.2812], [-5.5839, -7.3525, -6.0302], [-6.3169, -7.7528, -7.5870], [-7.1804, -8.0838, -6.0689], [-6.4717, -2.7200, -2.7372], [-7.6312, -3.2458, -1.5265], [-8.4567, -2.1859, -4.2729], [-8.4049, -1.2117, -2.7907], [-9.5201, -2.5831, -2.9350], [-4.1998, -5.7168, -3.0866], [-4.6865, -7.3358, -2.6009], [-5.5219, -4.7066, -1.2909], [-4.6237, -6.0366, -0.5679], [-6.3466, -6.2244, -0.9674]],
  "homo_lumo_gap_ev": 6.16,
  "total_charge": -1,
  "largest_force_ev_per_a": 5.56
}